Record 1
{
  "formula": "C49H31BaN6O4",
  "method": "ωB97M-V/def2-TZVPD",
  "elements": ["Ba", "C", "C", "C", "C", "C", "C", "C", "C", "C", "C", "C", "N", "C", "C", "C", "C", "C", "C", "C", "C", "C", "C", "C", "C", "C", "N", "C", "C", "C", "C", "C", "C", "C", "C", "C", "C", "C", "C", "N", "C", "C", "N", "C", "C", "C", "C", "C", "C", "H", "H", "H", "H", "H", "H", "H", "H", "H", "H", "H", "H", "H", "H", "H", "H", "H", "H", "H", "H", "H", "H", "H", "H", "H", "H", "H", "H", "O", "C", "O", "C", "C", "N", "N", "C", "C", "O", "O", "H", "H", "H"],
  "xyz": [[0.10491, -0.39537, -0.86402], [4.47561, -4.85575, 3.63418], [4.30647, -4.86902, 2.25687], [3.56272, -3.87272, 1.64247], [2.97921, -2.85617, 2.39787], [3.14579, -2.85681, 3.77769], [3.89378, -3.85016, 4.39255], [2.19115, -1.80667, 1.68973], [2.94805, -0.93332, 0.86079], [4.39819, -0.76767, 0.86278], [4.69680, 0.18481, -0.05515], [3.43337, 0.61435, -0.65148], [2.44807, -0.07137, -0.05139], [3.25585, 1.61352, -1.65044], [2.04745, 2.19550, -2.12012], [1.92148, 3.27999, -3.09444], [0.61109, 3.61727, -3.14810], [-0.09877, 2.75567, -2.20084], [-1.45574, 2.88530, -1.79217], [-2.22952, 3.97759, -2.45763], [-3.28140, 3.72351, -3.32883], [-3.98862, 4.76696, -3.90973], [-3.65517, 6.08162, -3.62333], [-2.60938, 6.35158, -2.75103], [-1.90581, 5.30559, -2.17434], [-2.16138, 2.20758, -0.75115], [-1.73338, 1.13040, -0.06722], [-2.60420, 0.80759, 0.91270], [-2.46464, -0.29269, 1.80751], [-3.65490, -0.59583, 2.64851], [-3.53783, -0.66370, 4.03683], [-4.63609, -0.94858, 4.83336], [-5.87904, -1.17191, 4.25805], [-6.01147, -1.10447, 2.87869], [-4.91004, -0.81895, 2.08715], [-1.31747, -1.10915, 2.01386], [-1.24367, -2.34823, 2.77936], [0.04259, -2.77273, 2.73832], [0.79114, -1.80280, 1.94932], [-0.07471, -0.84155, 1.54076], [-3.69190, 1.77831, 0.86516], [-3.42386, 2.63117, -0.15826], [0.81185, 1.91147, -1.66259], [4.51323, 2.17784, -2.22430], [5.29580, 1.41403, -3.08669], [6.46924, 1.92458, -3.62287], [6.87732, 3.21070, -3.30094], [6.10753, 3.97987, -2.43990], [4.93592, 3.46520, -1.90569], [5.05447, -5.63271, 4.11770], [4.74329, -5.65735, 1.65775], [3.40005, -3.87670, 0.57241], [2.68607, -2.07105, 4.36411], [4.02110, -3.83865, 5.46778], [5.08809, -1.29215, 1.50492], [5.67654, 0.56886, -0.29064], [2.72344, 3.73115, -3.65602], [0.17239, 4.38849, -3.76011], [-3.54173, 2.69540, -3.54935], [-4.80280, 4.54868, -4.58901], [-4.20958, 6.89394, -4.07632], [-2.34248, 7.37333, -2.51387], [-1.09224, 5.50019, -1.48718], [-2.57311, -0.48332, 4.49278], [-4.51236, -0.99210, 5.90827], [-6.73579, -1.39966, 4.87894], [-6.97222, -1.28358, 2.41309], [-5.01692, -0.77167, 1.01073], [-2.07425, -2.84994, 3.24999], [0.43829, -3.67774, 3.16904], [-4.52354, 1.82930, 1.54906], [-4.00851, 3.48946, -0.44972], [4.97078, 0.41077, -3.33190], [7.06091, 1.31427, -4.29344], [7.79260, 3.61140, -3.71837], [6.42027, 4.98322, -2.17918], [4.33313, 4.06068, -1.23166], [-1.63903, -6.08373, 0.12723], [-2.82220, -5.50618, -0.02003], [-3.86662, -6.05371, 0.25127], [-2.78906, -4.11105, -0.51517], [-3.91409, -3.33221, -0.66100], [-3.48927, -2.14697, -1.12461], [-2.15705, -2.09749, -1.27603], [-1.71753, -3.29506, -0.90084], [-0.23567, -3.60695, -0.96683], [0.12385, -4.73817, -0.59593], [0.49326, -2.67896, -1.40468], [-0.88784, -5.44405, -0.16532], [-4.94814, -3.55289, -0.46150], [-4.02207, -1.31153, -1.28820]],
  "total_charge": -1,
  "relative_energy_ev": 0.0000
}

=====

Record 2
{
  "formula": "C6H18BaO14S2",
  "method": "ωB97M-V/def2-TZVPD",
  "elements": ["Ba", "S", "O", "O", "O", "O", "S", "O", "O", "O", "O", "C", "C", "O", "O", "H", "H", "H", "H", "H", "H", "C", "C", "O", "O", "H", "H", "H", "H", "H", "H", "C", "C", "O", "O", "H", "H", "H", "H", "H", "H"],
  "xyz": [[1.25189, -0.06926, -0.98862], [0.19760, 5.71725, -2.38812], [-1.05448, 5.79291, -1.61182], [1.03987, 6.01841, -1.23771], [0.54950, 4.34256, -2.78031], [0.31730, 6.67546, -3.46023], [-1.66960, 2.36426, 3.75010], [-2.18914, 3.71419, 3.94929], [-0.75904, 2.53413, 2.64630], [-0.96132, 1.90867, 4.93008], [-2.72574, 1.48535, 3.36048], [-2.77208, -1.65520, -4.63763], [-3.46770, -0.63135, -3.81514], [-3.04757, -0.66615, -2.46467], [-1.34683, -1.35014, -4.71856], [-3.22647, -1.65039, -5.62840], [-2.90044, -2.65363, -4.21958], [-4.53499, -0.84974, -3.77949], [-3.26605, 0.37556, -4.18061], [-3.75626, -0.25775, -1.96211], [-1.13433, -1.82057, -5.52797], [-2.68746, -5.24648, 1.33796], [-1.71950, -4.89368, 2.40733], [-1.28191, -3.53550, 2.14680], [-1.93708, -5.49232, 0.17856], [-3.44901, -4.47272, 1.24088], [-3.22100, -6.09863, 1.75899], [-0.76645, -5.41844, 2.47381], [-2.17320, -4.87326, 3.39821], [-1.92383, -2.97594, 2.59001], [-2.55103, -5.75669, -0.51047], [5.98577, 1.23595, 2.10811], [5.97558, 2.64076, 1.49874], [5.13805, 2.57452, 0.40457], [4.71178, 0.59885, 2.41247], [6.53176, 1.20560, 3.05101], [6.53132, 0.60360, 1.40767], [6.96512, 2.97679, 1.18886], [5.69295, 3.42772, 2.19795], [5.01956, 3.48067, 0.11055], [4.61446, 0.69465, 3.36270]],
  "total_charge": -2,
  "relative_energy_ev": 10.9467
}

=====

Record 3
{
  "formula": "C46H120N6O19",
  "method": "ωB97M-V/def2-TZVPD",
  "elements": ["C", "O", "C", "C", "N", "C", "C", "O", "C", "H", "H", "H", "H", "H", "H", "H", "H", "H", "H", "H", "H", "H", "H", "H", "C", "O", "C", "C", "N", "C", "C", "O", "C", "H", "H", "H", "H", "H", "H", "H", "H", "H", "H", "H", "H", "H", "H", "H", "C", "O", "C", "C", "N", "C", "C", "O", "C", "H", "H", "H", "H", "H", "H", "H", "H", "H", "H", "H", "H", "H", "H", "H", "C", "O", "C", "C", "N", "C", "C", "O", "C", "H", "H", "H", "H", "H", "H", "H", "H", "H", "H", "H", "H", "H", "H", "H", "C", "O", "C", "C", "N", "C", "C", "O", "C", "H", "H", "H", "H", "H", "H", "H", "H", "H", "H", "H", "H", "H", "H", "H", "C", "O", "C", "C", "N", "C", "C", "O", "C", "H", "H", "H", "H", "H", "H", "H", "H", "H", "H", "H", "H", "H", "H", "H", "O", "C", "C", "O", "H", "H", "H", "H", "H", "H", "O", "C", "C", "O", "H", "H", "H", "H", "H", "H", "C", "C", "O", "H", "H", "H", "H", "H", "H", "C", "C", "O", "H", "H", "H", "H", "H", "H", "C", "C", "O", "H", "H", "H", "H", "H", "H"],
  "xyz": [[3.89000, 6.83702, -5.19395], [2.58243, 6.36826, -5.29120], [2.10161, 5.60633, -4.17683], [2.52324, 4.13873, -4.42524], [1.92875, 3.31311, -3.35549], [0.63922, 2.67026, -3.74910], [0.13852, 1.64300, -2.64365], [-1.11211, 1.05778, -2.99142], [-2.23113, 1.94811, -2.84457], [4.68548, 6.09182, -5.19095], [3.98337, 7.53546, -4.36236], [4.05178, 7.48720, -6.05371], [1.01752, 5.71201, -4.21796], [2.49888, 5.95684, -3.22425], [3.60290, 3.99160, -4.45302], [2.18403, 3.73219, -5.37801], [2.53580, 2.53981, -3.12395], [0.91001, 2.17237, -4.68017], [-0.07062, 3.48220, -3.90716], [0.07679, 2.13830, -1.67464], [0.89714, 0.87255, -2.50574], [-2.44351, 2.27497, -1.82665], [-3.13440, 1.38154, -3.07086], [-2.19601, 2.74669, -3.58561], [-4.65328, -3.42808, 1.74599], [-5.67182, -4.03514, 2.51134], [-6.56362, -4.87072, 1.78225], [-7.44314, -5.61317, 2.81263], [-8.12167, -4.61930, 3.65245], [-8.74039, -5.09182, 4.89951], [-9.01343, -3.91773, 5.84045], [-7.79405, -3.30439, 6.28094], [-6.95740, -4.17982, 7.03820], [-4.17970, -2.68214, 2.38426], [-5.00331, -2.84933, 0.89123], [-3.90871, -4.18072, 1.48665], [-5.89250, -5.59795, 1.32526], [-7.04372, -4.19433, 1.07507], [-6.88437, -6.34086, 3.40114], [-8.22525, -6.18180, 2.30958], [-7.40458, -3.94347, 3.87410], [-8.09418, -5.84872, 5.34406], [-9.64698, -5.63761, 4.63816], [-9.64570, -4.17156, 6.69127], [-9.65225, -3.18201, 5.35184], [-7.50402, -4.66780, 7.84517], [-6.18006, -3.52118, 7.42557], [-6.40365, -4.87263, 6.40460], [-1.91553, 3.18829, 1.04088], [-2.96099, 3.17374, 0.11858], [-4.23790, 3.61666, 0.61015], [-5.30406, 3.41428, -0.52724], [-5.27943, 2.07517, -1.15205], [-5.84664, 1.04550, -0.31139], [-5.55064, -0.36417, -0.89274], [-4.15352, -0.67557, -1.03632], [-3.88215, -1.77706, -1.92171], [-2.04267, 2.33758, 1.71037], [-1.72530, 4.13705, 1.54265], [-1.07622, 2.81845, 0.45190], [-4.27538, 4.65683, 0.93378], [-4.44863, 3.00239, 1.48557], [-5.10192, 4.07684, -1.36883], [-6.29917, 3.56608, -0.10912], [-4.30539, 1.81591, -1.21629], [-6.90533, 1.26391, -0.17151], [-5.40881, 1.14071, 0.68225], [-6.19595, -0.51313, -1.75847], [-5.87386, -1.11888, -0.17578], [-4.32888, -2.72358, -1.61737], [-2.81600, -2.00209, -1.89382], [-4.22712, -1.60186, -2.94074], [4.61507, 0.97225, -10.55992], [5.04847, 1.73871, -9.40078], [4.82692, 1.06809, -8.19914], [5.44568, 1.80082, -6.98599], [5.45958, 1.03468, -5.76446], [4.04761, 0.79672, -5.41058], [3.97362, 0.18617, -4.00371], [3.97532, 1.30579, -3.12414], [3.71448, 0.92323, -1.74213], [3.64418, 0.51041, -10.38057], [5.31079, 0.13711, -10.64124], [4.60193, 1.46477, -11.53222], [5.26680, 0.07261, -8.25943], [3.74360, 0.99760, -8.10129], [4.93797, 2.75502, -6.84517], [6.46186, 2.08854, -7.25558], [5.88029, 1.50405, -4.97530], [3.72557, -0.02425, -6.05121], [3.43627, 1.69679, -5.47589], [4.81031, -0.48178, -3.79906], [3.06253, -0.39541, -3.86313], [2.75271, 0.42037, -1.64110], [3.63465, 1.76935, -1.05963], [4.56256, 0.33900, -1.38502], [3.39271, 2.01445, 2.23495], [4.18860, 3.15593, 2.53525], [3.43257, 4.30886, 2.99392], [4.51524, 5.38273, 3.23856], [5.41691, 5.57495, 2.08845], [4.74672, 6.35212, 1.02865], [5.61385, 6.66477, -0.23496], [6.18552, 5.57070, -0.94832], [5.19656, 4.69408, -1.46691], [3.95380, 1.15823, 1.86056], [2.74274, 2.26928, 1.39788], [2.67909, 1.74196, 3.01252], [2.91816, 4.11538, 3.93522], [2.61613, 4.52753, 2.30566], [5.11776, 5.05934, 4.08737], [4.07112, 6.31040, 3.59953], [5.68941, 4.69187, 1.68101], [4.31278, 7.27595, 1.41119], [3.90389, 5.75396, 0.68233], [6.39864, 7.29804, 0.17879], [5.10858, 7.31126, -0.95251], [4.91604, 3.94969, -0.72173], [5.47756, 4.10960, -2.34301], [4.33457, 5.30305, -1.73936], [0.66068, -0.54000, 8.49387], [0.49353, -0.54634, 7.10182], [-0.29633, -1.68137, 6.70727], [-0.59072, -1.59463, 5.14711], [0.49271, -2.00166, 4.28009], [1.69883, -1.25700, 4.43878], [2.72864, -1.79487, 3.41926], [2.26190, -1.39688, 2.13364], [2.92746, -2.06149, 1.02986], [0.92797, -1.49919, 8.93727], [-0.24001, -0.17039, 8.98402], [1.48022, 0.15338, 8.68275], [-1.28752, -1.75293, 7.15505], [0.16744, -2.63244, 6.96896], [-0.95034, -0.60811, 4.85461], [-1.40425, -2.26726, 4.87538], [0.37643, -1.90727, 3.28126], [2.08894, -1.33246, 5.45377], [1.47735, -0.19917, 4.29720], [2.90352, -2.87073, 3.41190], [3.65911, -1.24613, 3.56490], [3.96708, -1.75370, 0.91779], [2.43967, -1.80946, 0.08825], [2.71503, -3.13059, 1.03246], [0.48602, 0.39594, 1.59142], [-0.35754, -0.17368, 0.54842], [-1.19903, -1.37462, 1.05716], [-0.33276, -2.52861, 1.21101], [1.08088, -0.26222, 1.95827], [-1.07668, 0.53999, 0.14640], [0.29394, -0.50312, -0.26098], [-1.96436, -1.66605, 0.33782], [-1.72219, -1.15381, 1.98756], [-0.17797, -2.85664, 0.32217], [-1.08055, -3.79059, -4.05891], [0.16135, -3.20046, -3.94223], [0.22951, -2.56568, -2.51691], [0.11545, -3.52611, -1.47691], [-1.68424, -3.13953, -4.42396], [0.93807, -3.93906, -4.14043], [0.30425, -2.40857, -4.67748], [-0.55961, -1.81703, -2.44685], [1.21598, -2.11576, -2.40495], [-0.76928, -3.89818, -1.45696], [-0.94931, -5.53118, 1.02165], [-1.61999, -5.98176, -0.31510], [-2.20622, -4.90207, -0.93432], [-0.59556, -6.43575, 1.51634], [-1.68161, -5.07318, 1.68654], [-0.16043, -4.80857, 0.81286], [-2.38479, -6.74854, -0.19167], [-0.85482, -6.47591, -0.91378], [-2.72116, -5.27830, -1.65188], [3.06271, -6.24068, -2.80541], [2.41204, -6.16045, -1.39310], [2.54529, -4.80730, -0.91719], [3.01119, -7.25549, -3.19989], [4.12243, -6.02242, -2.67332], [2.60645, -5.54535, -3.50999], [2.91292, -6.86160, -0.72555], [1.34888, -6.37244, -1.50644], [1.79127, -4.33638, -1.27954], [-0.46985, 3.64093, 4.57184], [0.20376, 2.23538, 4.86544], [-0.42031, 1.70738, 6.05036], [-0.08807, 4.00409, 3.61766], [-0.33334, 4.28483, 5.44065], [-1.54379, 3.47260, 4.49151], [1.26408, 2.30197, 5.10910], [0.04773, 1.62551, 3.97559], [-0.03618, 0.85553, 6.27035]],
  "total_charge": 0
}

=====

no.,orbital gap (eV),HOMO (Ha)
1,5.5,-0.1542
2,2.1,-0.0173
3,8.5,-0.3081